Computed, not measured: the molecule C4H5NO, with the ωB97M-V functional and the def2-TZVPD basis.

* 2S+1: 1
* energy: -7765.331 eV
* relative energy (zero: lowest compared OMol25 entry of this formula, charge and spin): 115.36 kJ/mol
* SMILES string: O=C1CC=CN1
* LUMO level: 0.87 eV

The geometry in XYZ format:
```
11
C4H5NO (the ωB97M-V functional and the def2-TZVPD basis)
O -0.2077 -2.2991 0.4531
C -0.0038 -1.1138 0.1103
C -1.0851 -0.0953 -0.0384
C -0.3912 1.1863 -0.1471
C 0.9347 0.9409 -0.1546
N 1.1751 -0.4431 -0.0219
H -1.5679 -0.7529 0.9359
H -1.8477 -0.3414 -0.7827
H -0.8525 2.1574 -0.2761
H 1.7718 1.6215 -0.2459
H 2.0744 -0.8605 0.1674
```